DFT (ωB97M-V/def2-TZVPD) results for 11 unconnected molecules or ions with the total composition C62H146B2F8N7O9 at a distorted geometry.

Results
- ΔE to the lowest compared entry with this formula, charge and spin (kJ/mol) = 0.0
- highest occupied orbital energy (eV) = -11.894
- charge = +3

Atoms and positions in Å:
C -41.161 6.661 5.129
C -39.981 5.732 5.021
N -39.274 5.450 6.376
C -38.911 6.731 7.057
C -40.150 4.699 7.360
C -40.639 3.323 6.883
C -38.110 4.547 6.032
C -36.857 5.337 5.666
O -36.901 5.896 4.364
C -36.373 7.209 4.168
H -41.866 6.245 5.806
H -41.508 6.777 4.105
H -40.739 7.604 5.567
H -39.159 6.122 4.361
H -40.331 4.812 4.614
H -39.821 7.106 7.415
H -38.516 7.508 6.416
H -38.207 6.436 7.875
H -41.016 5.275 7.724
H -39.462 4.617 8.226
H -39.787 2.676 6.820
H -41.202 3.376 5.918
H -41.203 2.960 7.723
H -38.326 3.902 5.212
H -37.893 4.000 6.954
H -36.026 4.647 5.879
H -36.721 6.042 6.445
H -35.329 7.210 4.583
H -36.945 8.011 4.631
H -36.323 7.318 3.108
C -39.748 10.579 6.917
C -38.564 11.220 7.703
N -38.746 11.487 9.170
C -37.410 11.945 9.774
C -39.899 12.469 9.517
C -39.847 13.941 9.041
C -39.089 10.169 9.914
C -38.056 9.047 9.891
O -37.233 9.238 11.049
C -36.175 8.288 11.141
H -39.456 10.368 5.857
H -40.650 11.233 6.850
H -40.031 9.666 7.403
H -38.359 12.175 7.246
H -37.720 10.536 7.609
H -36.695 11.142 9.593
H -37.520 12.027 10.826
H -37.054 12.846 9.326
H -39.854 12.499 10.601
H -40.795 12.061 9.173
H -39.492 14.091 8.038
H -39.289 14.605 9.675
H -40.917 14.267 9.027
H -40.144 9.905 9.707
H -39.215 10.535 10.945
H -37.409 8.920 8.955
H -38.522 8.066 10.046
H -36.451 7.381 11.711
H -35.330 8.801 11.634
H -35.953 8.048 10.112
C -32.965 6.314 11.022
C -32.924 5.472 9.751
N -31.970 5.835 8.695
C -30.532 5.917 9.154
C -32.103 4.621 7.620
C -33.468 4.547 6.913
C -32.290 7.135 8.068
C -31.240 7.751 7.111
O -30.898 6.840 6.077
C -31.717 6.965 4.946
H -31.934 6.249 11.476
H -33.622 5.826 11.688
H -33.077 7.352 10.853
H -33.915 5.435 9.266
H -32.694 4.419 10.103
H -29.774 5.863 8.337
H -30.447 5.033 9.828
H -30.520 6.839 9.672
H -31.835 3.771 8.193
H -31.281 4.809 6.879
H -34.268 4.394 7.719
H -33.505 3.725 6.214
H -33.635 5.496 6.353
H -32.466 7.762 8.938
H -33.279 7.057 7.614
H -30.284 8.136 7.577
H -31.724 8.611 6.632
H -31.352 7.845 4.394
H -32.788 7.142 5.223
H -31.678 6.070 4.314
C -28.295 0.156 6.639
C -27.404 1.182 5.988
N -26.022 1.219 6.574
C -26.008 1.563 8.079
C -25.255 -0.086 6.349
C -23.755 -0.037 6.704
C -25.305 2.438 5.892
C -25.791 2.969 4.575
O -25.798 1.967 3.596
C -25.918 2.522 2.263
H -28.378 0.351 7.713
H -28.033 -0.896 6.468
H -29.264 0.356 6.207
H -27.946 2.107 6.186
H -27.261 1.030 4.931
H -24.916 1.811 8.280
H -26.387 0.647 8.546
H -26.690 2.328 8.372
H -25.336 -0.340 5.257
H -25.723 -0.918 6.872
H -23.264 -0.972 6.384
H -23.528 0.061 7.778
H -23.193 0.662 6.119
H -24.243 2.234 5.765
H -25.505 3.248 6.628
H -25.057 3.754 4.355
H -26.796 3.450 4.507
H -25.859 1.626 1.662
H -25.055 3.232 2.172
H -26.866 2.996 2.026
C -33.401 9.925 14.748
C -32.808 10.022 13.323
N -32.579 11.406 12.958
C -33.789 12.174 13.205
C -31.404 11.989 13.821
C -30.862 13.357 13.283
C -32.234 11.561 11.466
C -33.437 11.242 10.493
O -34.366 12.303 10.377
C -34.072 13.170 9.290
H -32.886 10.528 15.464
H -33.451 8.843 15.047
H -34.423 10.306 14.694
H -33.438 9.662 12.515
H -31.818 9.568 13.371
H -34.221 12.096 14.204
H -34.628 11.873 12.537
H -33.611 13.273 12.975
H -30.676 11.174 13.696
H -31.778 12.062 14.838
H -30.018 13.183 12.611
H -30.534 14.038 14.069
H -31.565 13.961 12.711
H -31.448 10.861 11.273
H -31.960 12.630 11.326
H -33.951 10.357 10.849
H -32.992 10.803 9.555
H -32.959 13.229 9.279
H -34.464 14.158 9.536
H -34.505 12.717 8.412
C -26.193 11.599 7.610
C -26.628 12.323 6.351
C -25.548 13.334 5.910
N -25.626 13.611 4.471
C -24.707 14.790 4.182
C -24.387 15.138 2.741
C -24.011 13.874 1.946
C -25.163 12.864 2.136
C -25.284 12.411 3.610
C -26.985 14.057 4.229
H -25.867 12.323 8.316
H -25.452 10.788 7.474
H -27.054 11.121 8.155
H -27.565 12.821 6.503
H -26.756 11.572 5.579
H -24.523 13.022 6.116
H -25.716 14.246 6.507
H -23.748 14.667 4.628
H -25.159 15.623 4.690
H -23.636 15.869 2.850
H -25.287 15.609 2.291
H -23.096 13.419 2.385
H -23.897 14.060 0.851
H -24.970 11.938 1.551
H -26.127 13.164 1.792
H -24.312 11.940 3.867
H -26.085 11.703 3.657
H -27.635 13.146 4.403
H -27.086 14.401 3.234
H -27.182 14.820 4.972
C -32.918 2.278 12.340
C -31.967 1.128 12.206
C -31.132 0.918 13.493
N -29.792 0.192 13.355
C -29.021 0.515 14.585
C -27.876 -0.509 14.838
C -28.217 -2.030 14.818
C -28.868 -2.215 13.465
C -30.041 -1.249 13.213
C -28.991 0.651 12.169
H -33.689 2.135 13.126
H -33.484 2.547 11.493
H -32.372 3.167 12.647
H -31.267 1.336 11.410
H -32.504 0.237 11.946
H -31.647 0.491 14.373
H -30.661 1.844 13.704
H -29.743 0.334 15.407
H -28.716 1.523 14.546
H -27.428 -0.262 15.765
H -27.085 -0.287 14.169
H -28.868 -2.241 15.685
H -27.264 -2.567 14.914
H -29.230 -3.252 13.304
H -28.180 -2.189 12.636
H -30.878 -1.539 13.879
H -30.456 -1.485 12.208
H -29.643 0.800 11.257
H -28.166 -0.101 11.983
H -28.526 1.629 12.381
C -37.337 4.342 11.146
C -36.903 4.918 9.801
O -35.825 4.523 9.219
O -37.585 5.852 9.358
H -36.920 5.082 11.863
H -36.909 3.430 11.482
H -38.383 4.205 11.391
C -28.728 7.314 11.747
C -29.629 8.565 11.867
O -30.606 8.624 11.010
O -29.343 9.392 12.737
H -29.165 6.324 11.808
H -27.984 7.457 12.526
H -28.203 7.390 10.792
B -28.756 2.936 9.436
F -27.761 3.949 9.470
F -28.108 1.636 9.645
F -29.715 3.041 10.494
F -29.426 3.026 8.269
B -34.987 8.980 7.460
F -36.164 9.197 6.676
F -33.826 9.012 6.598
F -34.842 9.969 8.459
F -35.169 7.697 8.138

Atom charges from the Mulliken analysis, given in e for atoms 1 to 8: C -1.01; C -0.61; N 0.58; C -0.72; C -0.43; C -1.25; C -0.90; C 0.65